# 1
Density functional theory data (ωB97M-V/def2-TZVPD) for C24H34BF4GeN5Rb as an isolated structure.

Each line ends with the Mulliken charge.
Geometry (Å):
Rb  -1.22285  1.25206  2.22694  0.81
C  -4.88535  0.17915  0.77643  -0.89
N  -4.11745  1.37372  1.06683  0.01
C  -4.94382  2.52257  1.39525  -0.83
C  -4.07582  3.72400  1.61201  0.11
N  -2.77555  3.69896  1.71016  -0.10
C  -2.39245  5.02566  1.90616  0.47
C  -1.12773  5.58188  2.08274  -0.44
C  -1.05024  6.94595  2.28443  -0.68
C  -2.19842  7.75144  2.31189  -0.39
C  -3.45915  7.21532  2.13431  -1.10
C  -3.52755  5.84309  1.93004  0.49
N  -4.59042  4.97898  1.72827  0.00
C  -3.98137  -0.99320  0.54896  0.03
N  -2.74506  -1.09216  0.95113  -0.24
C  -2.34063  -2.37433  0.59713  0.47
C  -1.13795  -3.03413  0.84010  -0.60
C  -1.02430  -4.34379  0.41152  -0.67
C  -2.07323  -4.98836  -0.26092  -0.55
C  -3.27199  -4.34691  -0.50790  -1.01
C  -3.38450  -3.03842  -0.05655  0.66
N  -4.41948  -2.12106  -0.08134  -0.03
H  -5.55735  0.28794  -0.08715  0.41
H  -5.51940  -0.03897  1.64119  0.35
H  -3.51978  1.60620  0.28014  0.24
H  -5.49716  2.30216  2.31263  0.34
H  -5.68943  2.75658  0.62153  0.39
H  -0.24061  4.96324  2.05499  0.35
H  -0.08233  7.40909  2.42460  0.40
H  -2.09415  8.81532  2.47644  0.38
H  -4.34721  7.83365  2.16423  0.38
H  -5.56129  5.23319  1.67479  0.21
H  -0.33057  -2.53963  1.37230  0.46
H  -0.11493  -4.89391  0.61363  0.51
H  -1.94324  -6.01432  -0.57791  0.41
H  -4.08937  -4.85150  -1.00662  0.40
H  -5.33458  -2.26189  -0.47316  0.21
F  1.17147  0.78945  -0.20573  -0.06
B  1.47682  1.93982  0.87603  0.22
F  0.37243  2.74565  0.75239  -0.20
F  2.65455  2.46840  0.48813  -0.26
F  1.47108  1.23791  2.07051  -0.35
C  7.40610  -2.00091  -1.19951  -1.33
C  6.39898  -0.86247  -1.06209  -0.50
C  4.96795  -1.36967  -0.91986  -0.41
C  3.97465  -0.21050  -0.77712  -0.91
Ge  2.17201  -0.82347  -0.52027  0.36
C  1.11565  -1.41164  -2.02527  -0.63
C  1.85924  -2.49437  -2.81238  -0.78
C  2.19464  -3.71670  -1.96086  0.33
C  2.96067  -4.78198  -2.73597  -1.54
H  8.42012  -1.61483  -1.29858  0.39
H  7.18952  -2.61013  -2.07936  0.31
H  7.37817  -2.65224  -0.32360  0.33
H  6.46093  -0.20604  -1.93408  0.35
H  6.64827  -0.25477  -0.18786  0.37
H  4.90825  -2.02627  -0.04479  0.39
H  4.71859  -1.98442  -1.79280  0.09
H  3.97616  0.42834  -1.66201  0.47
H  4.21770  0.41798  0.07906  0.54
H  1.90698  -1.50734  0.82541  -0.05
H  0.93300  -0.52900  -2.64054  0.49
H  0.15689  -1.76736  -1.64536  0.30
H  2.78632  -2.08414  -3.22783  0.26
H  1.24200  -2.79848  -3.66185  0.46
H  1.26739  -4.13424  -1.56425  0.09
H  2.79668  -3.40072  -1.09291  0.24
H  2.37653  -5.12021  -3.59361  0.36
H  3.18083  -5.64887  -2.11312  0.40
H  3.90615  -4.38433  -3.10915  0.31

Results
E_LUMO: -2.056 eV
Maximum force: 0.91 eV/Å
Electronic energy: -101612.15370 eV
Total charge: +1
HOMO-LUMO gap: 8.81 eV

# 2
Density functional theory data (ωB97M-V/def2-TZVPD) for C17H38N8O3Sc as an isolated structure in a non-equilibrium geometry.

Each line ends with the Mulliken charge.
Geometry (Å):
Sc  -0.51184  -0.28122  0.23872  0.47
N  -1.65934  0.82828  -1.57388  -0.33
C  -2.97714  0.23758  -1.88878  -0.71
C  -2.77454  -1.25632  -2.12138  -1.16
N  -2.10764  -1.90462  -0.96608  1.14
C  -3.13684  -2.32732  0.01272  -0.95
C  -2.52344  -2.72522  1.35392  -0.91
N  -1.69764  -1.61452  1.88672  -0.18
C  -1.35844  -3.08562  -1.45918  -1.09
C  0.09506  -2.72042  -1.74528  -0.52
N  0.72296  -2.23602  -0.49118  -0.27
H  -1.11254  0.82288  -2.44198  0.23
H  -1.78974  1.82008  -1.36318  0.30
H  -3.65514  0.42618  -1.05128  0.35
H  -3.42514  0.67348  -2.79138  0.48
H  -3.73404  -1.73932  -2.34318  0.31
H  -2.13224  -1.36862  -2.99958  0.53
H  -3.81844  -1.48812  0.17722  0.44
H  -3.72754  -3.16982  -0.37128  0.36
H  -3.33264  -2.99582  2.04172  0.47
H  -1.88124  -3.60222  1.25182  0.43
H  -2.34474  -0.91422  2.25842  0.10
H  -1.20794  -1.97482  2.70872  0.28
H  -1.37364  -3.87062  -0.70168  0.35
H  -1.82354  -3.49862  -2.36018  0.39
H  0.60996  -3.60152  -2.14108  0.56
H  0.16436  -1.92812  -2.49918  0.28
H  0.80756  -3.04722  0.12772  0.28
H  1.68976  -1.98682  -0.71348  0.21
N  4.07416  0.84368  2.34692  -0.15
C  3.07836  0.64258  3.43982  -0.87
C  1.63156  0.80068  2.94482  -0.65
N  1.14886  -0.35002  2.16402  0.04
H  4.96246  0.37668  2.56732  0.40
H  4.27746  1.84188  2.21222  0.40
H  3.71596  0.45248  1.40312  0.22
H  3.27576  1.36388  4.23342  0.46
H  3.22046  -0.35602  3.85682  0.37
H  1.56346  1.69288  2.31662  0.15
H  0.98536  0.93988  3.81452  0.51
H  1.17416  -1.16892  2.77652  0.26
H  1.86806  -0.50422  1.42862  0.41
O  2.96606  -0.06572  0.13042  -1.14
C  2.27286  0.52138  -0.75278  0.84
O  1.00406  0.64038  -0.58498  -0.26
C  2.88666  1.01778  -1.98388  0.44
C  2.08086  1.56318  -2.99028  -0.22
C  2.63416  1.94298  -4.19438  -0.81
C  3.99866  1.79368  -4.40718  -0.42
C  4.81186  1.29018  -3.40218  -0.83
C  4.26486  0.89908  -2.19598  -0.30
H  1.02276  1.67848  -2.80278  0.29
H  2.01166  2.34818  -4.97528  0.44
H  4.42666  2.07118  -5.35748  0.45
H  5.87206  1.19378  -3.56888  0.44
H  4.89136  0.48808  -1.41928  0.40
C  -4.22164  1.42508  2.07782  -0.56
N  -3.15154  2.38028  2.29682  -0.21
C  -1.89124  2.24488  1.88692  0.62
N  -1.02714  3.23648  2.17272  -0.41
O  -1.49474  1.21148  1.27092  -0.41
H  -5.05634  1.91238  1.57342  0.35
H  -4.58054  1.03758  3.03072  0.31
H  -3.85774  0.60508  1.46042  -0.05
H  -3.41644  3.21708  2.79692  0.23
H  -1.29504  4.08458  2.64352  0.21
H  -0.11234  3.21568  1.75572  0.19

Results
E_LUMO: -7.864 eV
Maximum force: 1.23 eV/Å
Electronic energy: -56993.40181 eV
Total charge: +3
HOMO-LUMO gap: 8.82 eV

# 3
Density functional theory data (ωB97M-V/def2-TZVPD) for C8H18AuClIO3P as an isolated structure in a non-equilibrium geometry.

Each line ends with the Löwdin spin population.
Geometry (Å):
C  0.32397  2.03143  2.34687  0.08
C  -0.13501  0.67795  2.03929  0.20
H  -0.25743  2.39682  3.19101  0.01
H  0.11679  2.65183  1.47838  0.00
H  1.41156  2.08572  2.50656  0.00
O  -0.23952  -0.25025  2.80571  0.32
I  1.15922  -1.90478  -1.53878  0.96
Au  -0.55644  0.68609  -0.13685  -0.02
P  -0.99464  1.54611  -2.33980  0.18
C  -2.48999  0.64992  -2.71295  0.05
C  -1.43269  3.18726  -1.78931  0.02
H  0.94264  2.06700  -3.57930  0.00
H  -0.55418  1.97310  -4.62022  0.00
H  0.29494  0.45148  -4.04688  0.00
C  0.03059  1.49799  -3.80972  0.01
H  -0.50219  3.72717  -1.55587  0.00
H  -1.97302  3.62634  -2.63437  0.01
H  -3.03136  1.26357  -3.44867  0.01
H  -3.08015  0.51515  -1.79699  0.00
H  -2.05860  3.15649  -0.88166  0.00
H  -2.24548  -0.33839  -3.13117  0.00
C  -1.41419  -1.04248  0.23477  0.02
O  -1.55753  -2.10837  0.66713  0.01
Cl  1.30268  1.93995  -0.98736  0.12
C  2.69055  -3.99105  2.66190  0.00
C  1.33864  -3.34072  2.50813  0.00
O  1.47693  -2.04795  3.06236  0.01
H  3.39150  -3.43370  2.03977  0.00
H  2.70324  -5.03939  2.36925  0.00
H  3.04161  -3.92143  3.69468  0.00
H  1.09903  -3.24425  1.44350  0.00
H  0.55730  -3.91630  3.01734  0.00
H  0.64123  -1.55234  2.94324  0.00

Results
E_LUMO (spin up / spin down): -9.937 / -11.114 eV
2S+1: 3
Maximum force: 5.85 eV/Å
Electronic energy: -48313.95363 eV
Total charge: +2
HOMO-LUMO gap (spin up / spin down): 5.11 / 3.90 eV

# 4
Density functional theory data (ωB97M-V/def2-TZVPD) for C28H31Cl2IIrN4O7 as an isolated structure in a non-equilibrium geometry.

Each line ends with the Mulliken charge.
Geometry (Å):
Ir  -0.90088  0.28025  0.40320  2.18
C  -1.41811  0.95114  -4.12334  -1.20
C  -0.07934  0.43956  -3.68958  0.58
N  0.87958  0.31038  -4.56950  -0.68
C  2.09898  -0.12848  -4.16787  -0.85
C  2.40931  -0.41798  -2.87125  0.43
C  3.80193  -0.84778  -2.51363  -0.87
O  3.75871  -2.16232  -1.94497  -0.50
C  1.37905  -0.28253  -1.89608  -0.21
C  1.67906  -0.61706  -0.52806  -0.92
N  1.05699  -0.19952  0.53020  -0.04
C  1.69624  -0.41220  1.80606  0.13
C  3.07917  -0.60415  1.88929  -0.60
C  3.71324  -0.77317  3.10525  -0.80
C  2.98913  -0.73725  4.28925  -0.70
C  1.62660  -0.50875  4.23540  -0.56
C  1.00691  -0.33338  3.00548  0.22
I  -1.00782  0.11484  3.01025  0.13
C  0.11901  0.11210  -2.31535  0.84
O  -0.94211  0.13619  -1.53607  -0.93
H  -1.39728  1.15937  -5.18930  0.41
H  -1.67368  1.85781  -3.57201  0.25
H  -2.20125  0.22327  -3.90521  0.26
H  2.84213  -0.23600  -4.94856  0.37
H  4.25021  -0.14342  -1.80288  0.28
H  4.41130  -0.83712  -3.41827  0.49
H  4.64257  -2.54182  -1.97313  0.30
H  2.55214  -1.24382  -0.39165  1.15
H  3.67931  -0.59672  0.99098  0.54
H  4.78389  -0.92349  3.12467  0.43
H  3.48167  -0.85249  5.24462  0.42
H  1.04569  -0.45931  5.14673  0.45
Cl  -3.33041  -1.08284  -0.02282  0.05
C  -4.75774  -0.17448  0.56199  -0.51
Cl  -4.40902  0.83064  1.96381  -0.12
H  -5.49235  -0.91456  0.85262  0.41
H  -5.10335  0.45089  -0.25121  0.30
O  -0.10783  2.11335  0.57738  -0.76
C  -1.19908  2.77313  0.26235  0.72
O  -2.19430  2.08754  -0.00382  -0.56
C  -1.20858  4.23392  0.24620  -0.07
C  -2.41619  4.90302  0.10488  -0.52
C  -2.47011  6.29814  0.11683  -1.03
C  -1.27599  6.95873  0.26683  0.98
O  -1.07033  8.29643  0.31087  -0.48
C  0.34469  8.48685  0.45081  -0.24
O  0.94845  7.19206  0.52243  -0.50
C  -0.06669  6.29060  0.39731  0.79
C  0.00937  4.92923  0.39849  -1.01
H  -3.32193  4.32525  -0.01230  0.46
H  -3.40138  6.83554  0.01400  0.44
H  0.54732  9.03801  1.36832  0.26
H  0.72611  9.02264  -0.41829  0.26
H  0.94663  4.40253  0.50751  0.53
C  -1.79142  -5.57479  1.45964  -1.24
N  -1.01042  -4.36248  1.66162  0.07
C  -1.04705  -3.81661  3.00672  -0.88
C  -0.69626  -3.50914  0.64482  0.37
O  -0.64848  -2.28060  0.85764  0.14
N  -0.42369  -4.06062  -0.56696  0.27
C  0.23685  -5.34795  -0.71928  -1.18
C  -0.43741  -3.23848  -1.76222  -0.76
H  -2.73243  -5.48956  2.00776  0.42
H  -1.26309  -6.45827  1.82276  0.33
H  -2.02489  -5.70852  0.40784  0.40
H  -0.96382  -4.63871  3.71663  0.39
H  -1.97615  -3.27215  3.20057  0.28
H  -0.20950  -3.13900  3.15514  0.19
H  0.44665  -5.78900  0.24980  0.38
H  1.18497  -5.19802  -1.24142  0.36
H  -0.36732  -6.04231  -1.30694  0.33
H  -0.96655  -2.30981  -1.57261  -0.09
H  -0.94801  -3.77709  -2.56249  0.49
H  0.57837  -3.00967  -2.09786  0.30

Results
E_LUMO: -3.498 eV
Maximum force: 3.33 eV/Å
Electronic energy: -85809.95271 eV
Total charge: +1
HOMO-LUMO gap: 6.91 eV